No. 1
Below is a cluster of 2 separate species, C27H25F17N3O5 in total, with properties calculated with wB97M-V/def2-TZVPD.

As for the net charge: +1. The LUMO energy is -5.55 eV.

The geometry in XYZ format:
```
77
C27H25F17N3O5 (wB97M-V/def2-TZVPD)
C 2.730 -6.078 -1.231
C 1.385 -6.596 -2.019
N 0.109 -5.861 -1.594
O 0.450 -4.561 -1.615
C -0.749 -3.832 -2.055
O -0.777 -3.377 -3.338
C -2.049 -3.457 -1.130
C -3.529 -3.916 -1.694
C -4.834 -3.544 -0.768
C -6.308 -4.072 -1.352
C -7.377 -2.792 -1.478
C -6.655 -1.447 -2.085
O -6.328 -0.530 -0.961
N -4.681 -2.772 0.545
C -3.316 -2.325 1.103
C -1.888 -2.665 0.300
C -0.477 -2.197 0.989
C 0.581 -1.457 -0.022
C 1.621 -0.415 0.698
F 0.845 0.732 1.218
F 2.166 -1.128 1.913
C 2.905 -0.035 -0.239
F 2.996 -0.767 -1.523
F 4.148 -0.389 0.544
C 3.056 1.580 -0.581
F 3.242 2.341 0.674
F 4.378 1.687 -1.310
C 1.936 2.164 -1.613
F 2.603 2.419 -2.943
F 0.827 1.186 -1.921
C 1.199 3.558 -1.177
F -0.013 3.657 -2.079
F 0.587 3.475 0.204
C 2.142 4.895 -1.202
F 1.877 5.629 0.093
F 3.610 4.627 -1.189
C 1.832 5.975 -2.388
F 2.708 7.170 -2.086
F 0.431 6.541 -2.350
C 2.225 5.517 -3.905
F 3.609 5.027 -4.092
F 2.120 6.765 -4.752
F 1.318 4.534 -4.537
H 3.459 -5.463 -1.937
H 3.337 -7.027 -0.852
H 2.526 -5.420 -0.283
H 1.152 -7.743 -1.881
H 1.543 -6.310 -3.164
H -0.204 -6.153 -0.642
H -3.566 -4.512 -2.716
H -6.195 -4.654 -2.369
H -6.689 -4.849 -0.534
H -7.817 -2.657 -0.392
H -8.251 -3.183 -2.164
H -7.456 -0.905 -2.771
H -5.711 -1.685 -2.765
H -5.458 -0.082 -1.195
H -5.576 -2.568 1.060
H -3.352 -1.736 2.122
H 0.028 -3.185 1.431
H -0.702 -1.525 1.948
H -0.053 -0.991 -0.899
H 1.241 -2.327 -0.505
C 2.821 4.676 3.287
C 2.157 5.494 4.202
C 2.023 5.092 5.532
C 2.565 3.864 5.938
C 3.225 3.037 5.020
C 3.350 3.449 3.691
N 2.449 3.446 7.340
O 1.841 4.197 8.118
O 2.970 2.370 7.667
H 2.928 4.997 2.252
H 1.746 6.449 3.879
H 1.503 5.741 6.234
H 3.646 2.080 5.320
H 3.864 2.816 2.972
```

---

No. 2
Below is a structure of composition C27H25N4OPdS, with properties calculated with wB97M-V/def2-TZVPD.

As for the net charge: -1. The value obtained for the energy above the lowest of the compared OMol25 structures with the same formula, charge and spin is 7.5 kcal per mole. The LUMO energy is 2.80 eV.

The geometry in XYZ format:
```
59
C27H25N4OPdS (wB97M-V/def2-TZVPD)
Pd -1.031 -0.077 -0.205
C -1.608 -3.436 -1.225
N -0.672 -2.354 -1.085
C 0.541 -2.547 -1.445
C 1.516 -1.497 -1.442
C 2.888 -1.571 -1.713
C 3.373 -0.267 -1.555
C 2.264 0.509 -1.183
N 1.144 -0.224 -1.123
C -2.511 -3.274 -2.432
C -2.318 -2.257 -3.356
C -3.164 -2.137 -4.453
C -4.210 -3.026 -4.641
C -4.408 -4.047 -3.718
C -3.565 -4.165 -2.627
H -2.252 -3.459 -0.339
H -1.106 -4.417 -1.282
H 0.873 -3.540 -1.784
H 3.444 -2.454 -1.995
H 4.389 0.079 -1.682
H 2.233 1.572 -0.979
H -1.517 -1.546 -3.197
H -3.006 -1.331 -5.161
H -4.869 -2.924 -5.494
H -5.223 -4.749 -3.850
H -3.730 -4.961 -1.907
N -0.378 -0.297 4.306
C 0.836 0.254 3.953
C 0.881 0.191 2.594
N -0.266 -0.387 2.111
C -0.998 -0.662 3.153
H -0.751 -0.394 5.232
H 1.526 0.641 4.681
H 1.654 0.522 1.920
H -1.983 -1.101 3.131
O -0.980 3.046 1.045
S -1.141 2.640 -0.392
C -1.985 4.085 -1.108
C -2.655 4.975 -0.284
C -3.278 6.082 -0.840
C -3.224 6.299 -2.213
C -2.544 5.409 -3.029
C -1.919 4.299 -2.474
C -2.441 1.421 -0.444
C -3.050 1.025 0.767
C -4.236 0.287 0.734
C -4.776 -0.124 -0.475
C -4.124 0.177 -1.668
C -2.955 0.929 -1.665
H -2.661 4.792 0.783
H -3.805 6.780 -0.201
H -3.707 7.169 -2.642
H -2.491 5.578 -4.098
H -1.373 3.606 -3.105
H -2.639 1.413 1.689
H -4.727 0.033 1.666
H -5.691 -0.704 -0.496
H -4.507 -0.197 -2.610
H -2.482 1.213 -2.597
```

---

No. 3
Below is an isolated molecule of C27H25N5, with properties calculated with wB97M-V/def2-TZVPD.

The value obtained for the energy above the lowest of the compared OMol25 structures with the same formula, charge and spin is 1.4 kcal per mole. The LUMO energy is 0.73 eV.

The geometry in XYZ format:
```
57
C27H25N5 (wB97M-V/def2-TZVPD)
C -0.553 0.086 -3.166
C 0.787 0.322 -2.532
C 1.902 0.310 -3.369
C 3.182 0.524 -2.897
C 3.372 0.775 -1.550
C 2.278 0.799 -0.710
C 0.984 0.566 -1.171
C -0.075 0.550 -0.074
C -1.507 0.653 -0.475
C -2.406 -0.374 -0.430
C -3.672 0.161 -0.809
C -4.949 -0.378 -0.957
C -5.973 0.453 -1.354
C -5.753 1.809 -1.607
C -4.501 2.370 -1.469
C -3.464 1.540 -1.068
N -2.142 1.812 -0.849
H -1.699 2.710 -0.951
H -4.331 3.419 -1.664
H -6.582 2.428 -1.917
H -6.970 0.054 -1.475
H -5.126 -1.426 -0.763
C -2.018 -1.761 -0.032
C -0.482 -1.828 0.069
N 0.121 -0.677 0.708
C -0.250 -0.531 2.108
C 0.693 0.391 2.802
C 0.432 1.584 3.412
C 1.666 2.137 3.841
C 2.643 1.274 3.459
N 2.060 0.197 2.832
C 2.783 -0.848 2.301
N 4.081 -0.617 2.106
C 4.786 -1.588 1.559
C 4.221 -2.803 1.200
C 2.873 -2.951 1.493
N 2.157 -1.989 2.043
H 2.343 -3.873 1.290
H 4.797 -3.587 0.739
H 5.837 -1.375 1.407
H 3.706 1.313 3.582
H 1.798 3.064 4.363
H -0.538 2.022 3.546
H -1.271 -0.136 2.241
H -0.195 -1.525 2.559
H -0.048 -1.896 -0.932
H -0.178 -2.716 0.628
H -2.474 -2.013 0.931
H -2.375 -2.491 -0.763
H 0.160 1.393 0.592
H 2.425 1.005 0.339
H 4.361 0.953 -1.155
H 4.021 0.499 -3.576
H 1.756 0.121 -4.424
H -1.173 0.980 -3.115
H -0.426 -0.173 -4.216
H -1.095 -0.720 -2.679
```

---

No. 4
Below is a structure of composition C27H26B2F4N4O6PTi, with properties calculated with wB97M-V/def2-TZVPD.

As for the net charge: +2. The value obtained for the energy above the lowest of the compared OMol25 structures with the same formula, charge and spin is 0.0 kcal per mole. As for the spin multiplicity: 2. Its expectation value of S² is 0.7553. The LUMO energy (spin up / spin down) is -6.83 / -8.27 eV.

The geometry in XYZ format:
```
71
C27H26B2F4N4O6PTi (wB97M-V/def2-TZVPD)
Ti -0.169 1.150 -0.477
C -3.630 -1.443 1.292
C -2.297 -0.824 1.080
N -1.857 -0.340 -0.022
O -2.752 -0.511 -1.069
B -2.308 -0.478 -2.363
F -1.542 1.797 -1.393
F -3.194 -0.492 -3.315
O -0.977 -0.616 -2.824
N 0.085 -0.386 -2.053
C 1.337 -0.705 -2.763
C 1.092 -1.238 -4.151
C 2.777 -0.098 -1.220
N 1.666 -0.272 -0.077
O 2.232 0.179 1.125
B 1.905 -0.211 2.416
F -0.266 1.601 1.231
F 2.791 0.136 3.321
O 0.788 -0.871 2.845
N -0.155 -1.090 1.838
C -1.321 -0.727 2.200
C -1.760 -0.185 3.514
C 4.124 0.352 -0.714
H -4.092 -1.744 0.357
H -4.288 -0.709 1.767
H -3.544 -2.291 1.972
H 0.586 -0.489 -4.760
H 0.468 -2.131 -4.109
H 2.028 -1.495 -4.632
H -0.987 -0.297 4.266
H -2.669 -0.686 3.847
H -1.992 0.876 3.395
H 4.195 1.438 -0.804
H 4.903 -0.083 -1.337
H 4.308 0.094 0.321
O 1.423 2.628 -3.388
C 1.583 1.904 -2.462
O 1.145 2.159 -1.207
C 2.273 0.551 -2.530
C 3.383 0.626 -3.556
C 4.242 -0.328 -3.929
C 4.290 -1.715 -3.474
C 3.471 -2.268 -2.575
C 2.441 -1.496 -1.842
P 1.741 -2.068 -0.294
C 2.875 -2.702 0.906
C 2.329 -3.340 2.029
C 3.172 -3.831 3.009
C 4.549 -3.715 2.860
C 5.092 -3.116 1.728
C 4.262 -2.606 0.748
C 0.502 -3.332 -0.595
C -0.882 -3.293 -0.670
C -1.588 -4.408 -1.094
C -0.920 -5.568 -1.458
C 0.466 -5.618 -1.388
C 1.180 -4.512 -0.955
H 3.455 1.595 -4.031
H 4.974 -0.053 -4.678
H 5.037 -2.347 -3.938
H 3.561 -3.324 -2.351
H 1.256 -3.438 2.134
H 2.757 -4.311 3.885
H 5.205 -4.107 3.626
H 6.166 -3.052 1.610
H 4.694 -2.164 -0.139
H -1.417 -2.408 -0.392
H -2.669 -4.368 -1.139
H -1.476 -6.435 -1.789
H 0.997 -6.520 -1.658
H 2.258 -4.590 -0.881
```